Record 1
{
  "formula": "C9H8ClNO",
  "method": "ωB97M-V/def2-TZVPD",
  "symbols": ["C", "C", "C", "C", "C", "C", "C", "C", "C", "N", "O", "Cl", "H", "H", "H", "H", "H", "H", "H", "H"],
  "coordinates": [[-2.11, -1.18, 0.35], [-1.04, -1.33, 1.29], [-2.08, -0.22, -0.68], [0.28, 0.07, -0.03], [0.17, -0.68, 1.11], [-0.84, 0.32, -0.83], [0.79, 1.81, -1.76], [1.55, 1.03, -0.76], [1.39, -0.72, 2.06], [-0.51, 1.23, -1.83], [1.13, 2.68, -2.51], [2.42, -0.17, -1.78], [-3.10, -1.75, 0.49], [-1.29, -1.83, 2.21], [-2.63, -0.30, -1.57], [2.16, 1.50, 0.01], [2.13, 0.00, 1.61], [0.96, -0.24, 2.99], [1.69, -1.70, 2.32], [-1.07, 1.50, -2.68]],
  "nbo_charge": [-0.2565, -0.1329, -0.2833, -0.0022, -0.0428, 0.1722, 0.6160, -0.3039, -0.6233, -0.5444, -0.5461, -0.0409, 0.2088, 0.2071, 0.2218, 0.2490, 0.2182, 0.2227, 0.2303, 0.4304],
  "multiplicity": 3,
  "s2": 2.05,
  "de_lowest_kj_mol": 0.0,
  "lumo_energy_ha": [0.02599, -0.09398],
  "energy_ev": -25518.1416,
  "homo_lumo_gap_ev": [5.5, 6.9]
}

Record 2
{
  "formula": "C9H8N2",
  "method": "ωB97M-V/def2-TZVPD",
  "symbols": ["C", "C", "C", "C", "C", "C", "C", "C", "C", "H", "H", "H", "H", "H", "H", "H", "H", "N", "N"],
  "coordinates": [[-1.93, 1.87, -0.57], [-1.41, 2.93, 0.07], [-0.22, 2.61, 0.89], [-0.23, 0.42, 0.19], [-1.38, 0.64, -0.62], [0.49, -0.92, 0.23], [-0.02, -2.19, 0.20], [1.00, -3.02, 0.00], [2.14, -2.26, -0.12], [-2.89, 2.10, -1.20], [-1.66, 3.81, 0.11], [0.48, 3.16, 1.23], [-1.75, -0.26, -1.24], [-1.14, -2.54, 0.40], [0.98, -4.15, -0.18], [3.03, -2.41, -0.17], [2.45, -0.25, -0.03], [0.31, 1.39, 0.79], [1.74, -0.94, 0.01]],
  "nbo_charge": [-0.1901, -0.2254, 0.0522, 0.2107, -0.2344, 0.1007, -0.3058, -0.2819, -0.0873, 0.2137, 0.1913, 0.1828, 0.2358, 0.2251, 0.2235, 0.1716, 0.4222, -0.4479, -0.4568],
  "multiplicity": 1,
  "smiles": "c1ccc(-c2ccc[nH]2)nc1",
  "de_lowest_kj_mol": 373.6,
  "lumo_energy_ha": 0.03281,
  "energy_ev": -12439.3142,
  "homo_lumo_gap_ev": 8.8
}

Record 3
{
  "formula": "C9H8N2",
  "method": "ωB97M-V/def2-TZVPD",
  "symbols": ["N", "C", "C", "C", "C", "C", "C", "C", "C", "C", "N", "H", "H", "H", "H", "H", "H", "H", "H"],
  "coordinates": [[0.76, -1.82, -1.83], [-0.34, -1.64, -1.18], [1.84, -1.01, -1.59], [2.25, -0.58, -0.32], [-2.20, 1.27, 0.45], [-1.26, 1.74, 1.31], [-1.92, 0.15, -0.36], [-0.13, 1.11, 1.38], [-0.65, -0.52, -0.36], [0.18, -0.08, 0.64], [1.49, -0.59, 0.86], [-1.01, -2.34, -1.61], [2.59, -0.71, -2.30], [3.23, -0.07, -0.31], [-3.28, 1.59, 0.31], [-1.49, 2.55, 2.06], [-2.61, -0.02, -1.12], [0.60, 1.22, 2.24], [1.96, -0.26, 1.73]],
  "nbo_charge": [-0.3860, 0.0826, -0.1284, -0.0131, -0.2342, -0.1957, -0.1492, -0.2419, -0.1726, 0.2289, -0.6412, 0.2008, 0.2083, 0.1942, 0.2240, 0.2219, 0.2087, 0.1991, 0.3938],
  "multiplicity": 1,
  "smiles": "C1=CNc2ccccc2C=N1",
  "de_lowest_kj_mol": 263.2,
  "lumo_energy_ha": 0.01396,
  "energy_ev": -12440.4589,
  "homo_lumo_gap_ev": 8.1
}

Record 4
{
  "formula": "C9H8N2O",
  "method": "ωB97M-V/def2-TZVPD",
  "symbols": ["C", "C", "C", "C", "C", "C", "C", "C", "C", "H", "H", "H", "H", "H", "H", "H", "H", "N", "N", "O"],
  "coordinates": [[-3.34, -0.80, 1.03], [-2.53, 0.31, -0.98], [-1.12, 0.00, -0.73], [0.08, -0.13, -0.75], [1.36, -0.55, -0.37], [3.21, -1.55, 0.03], [3.45, -0.31, 0.40], [1.97, 1.69, 0.10], [1.85, 2.91, 0.13], [-2.41, -1.09, 1.69], [-4.28, -0.50, 1.60], [-3.46, -1.65, 0.28], [-2.64, 1.30, -1.54], [-2.96, -0.54, -1.56], [3.93, -2.34, -0.06], [4.26, 0.20, 1.08], [1.62, 3.96, -0.35], [1.91, -1.76, -0.50], [2.30, 0.40, 0.23], [-3.19, 0.45, 0.26]],
  "nbo_charge": [-0.2785, -0.1431, 0.0768, -0.0913, 0.2951, -0.0996, -0.0623, 0.1489, -0.2580, 0.1928, 0.2157, 0.1760, 0.2296, 0.1943, 0.2173, 0.2408, 0.2703, -0.3834, -0.4013, -0.5400],
  "multiplicity": 1,
  "smiles": "C#Cn1ccnc1C#CCOC",
  "de_lowest_kj_mol": 650.9,
  "lumo_energy_ha": 0.01182,
  "energy_ev": -14484.0449,
  "homo_lumo_gap_ev": 9.1
}

Record 5
{
  "formula": "C9H8N2O",
  "method": "ωB97M-V/def2-TZVPD",
  "symbols": ["C", "C", "C", "C", "C", "C", "C", "C", "C", "N", "N", "O", "H", "H", "H", "H", "H", "H", "H", "H"],
  "coordinates": [[1.00, -0.86, 2.60], [1.19, -2.12, 2.12], [0.25, -0.18, 1.61], [0.08, -1.10, 0.61], [-0.29, 0.07, -2.75], [-0.67, 1.42, -2.39], [-0.17, -0.86, -1.80], [-0.86, 1.74, -1.10], [-0.37, 1.12, 1.23], [-0.62, -0.66, -0.50], [-0.98, 0.83, -0.07], [0.63, -2.28, 0.88], [1.35, -0.48, 3.54], [1.68, -2.97, 2.54], [0.02, -0.14, -3.75], [-0.70, 2.18, -3.15], [0.25, -1.84, -1.96], [-1.00, 2.76, -0.78], [-1.17, 1.43, 1.92], [0.38, 1.93, 1.18]],
  "nbo_charge": [-0.2827, 0.0601, -0.1772, 0.4385, -0.2966, -0.3150, 0.0007, 0.0025, -0.2261, -0.2657, -0.2435, -0.3936, 0.2313, 0.2055, 0.2216, 0.2211, 0.2154, 0.2109, 0.2046, 0.1884],
  "multiplicity": 1,
  "smiles": "C1=CN2Cc3ccoc3N2C=C1",
  "de_lowest_kj_mol": 395.9,
  "lumo_energy_ha": 0.03242,
  "energy_ev": -14486.6886,
  "homo_lumo_gap_ev": 7.6
}

Record 6
{
  "formula": "C9H8N2O",
  "method": "ωB97M-V/def2-TZVPD",
  "symbols": ["C", "C", "C", "C", "C", "C", "C", "C", "C", "H", "H", "H", "H", "H", "H", "H", "H", "N", "N", "O"],
  "coordinates": [[-1.05, 1.09, 0.11], [-2.38, 1.31, -0.21], [-3.04, 0.00, -0.31], [-2.50, -1.28, 0.11], [-1.12, -1.44, 0.09], [-0.45, -0.22, 0.16], [1.06, -0.13, 0.15], [1.91, -1.12, 0.28], [3.02, 0.80, -0.16], [0.69, 2.26, 0.25], [-3.06, 2.09, -0.16], [-4.09, 0.04, -0.18], [-3.01, -2.31, 0.20], [-0.51, -2.33, -0.13], [1.78, -2.31, 0.73], [4.29, -0.86, -0.65], [3.77, 1.67, -0.68], [3.22, -0.58, -0.01], [1.79, 1.08, -0.12], [-0.33, 2.25, 0.52]],
  "nbo_charge": [0.3401, -0.2510, -0.1865, -0.2445, -0.1942, -0.1197, 0.0667, -0.0668, 0.2242, 0.5216, 0.2357, 0.1984, 0.2182, 0.2226, 0.2466, 0.4525, 0.2240, -0.6087, -0.5279, -0.7514],
  "multiplicity": 1,
  "de_lowest_kj_mol": 467.5,
  "lumo_energy_ha": 0.00669,
  "energy_ev": -14485.9465,
  "homo_lumo_gap_ev": 8.1
}

Record 7
{
  "formula": "C9H8N2OS",
  "method": "ωB97M-V/def2-TZVPD",
  "symbols": ["C", "C", "C", "C", "C", "C", "C", "C", "C", "N", "N", "O", "S", "H", "H", "H", "H", "H", "H", "H", "H"],
  "coordinates": [[-2.82, -0.04, 0.08], [-2.35, 1.26, -0.22], [-1.74, -0.81, 0.42], [-0.99, 1.23, -0.05], [0.12, 2.14, -0.21], [1.30, 1.63, 0.11], [3.01, -1.01, -0.12], [1.52, -1.13, -0.38], [0.73, -0.32, 0.61], [3.53, 0.21, 0.19], [-0.63, -0.04, 0.34], [3.75, -1.97, -0.13], [2.97, 1.85, 0.10], [-3.85, -0.36, 0.05], [-2.95, 2.09, -0.52], [-1.69, -1.84, 0.71], [-0.05, 3.14, -0.57], [1.31, -0.79, -1.40], [1.27, -2.19, -0.32], [0.99, -0.45, 1.65], [4.53, 0.20, 0.35]],
  "nbo_charge": [-0.2854, -0.2303, 0.0231, 0.1327, -0.2468, -0.2947, 0.6776, -0.5400, -0.0767, -0.8316, -0.3592, -0.5929, 0.6376, 0.2286, 0.2279, 0.2209, 0.2226, 0.2360, 0.2369, 0.2052, 0.4085],
  "multiplicity": 3,
  "s2": 2.04,
  "de_lowest_kj_mol": 147.6,
  "lumo_energy_ha": [0.02618, -0.09155],
  "energy_ev": -25320.5155,
  "homo_lumo_gap_ev": [5.9, 6.0]
}

Record 8
{
  "formula": "C9H8N2S",
  "method": "ωB97M-V/def2-TZVPD",
  "symbols": ["C", "C", "C", "C", "C", "C", "C", "C", "C", "N", "N", "S", "H", "H", "H", "H", "H", "H", "H", "H"],
  "coordinates": [[1.87, 1.76, -0.34], [-1.78, 1.69, -0.19], [3.05, 1.08, -0.06], [-2.47, -0.10, 0.67], [0.77, 0.94, -0.13], [-0.69, 0.92, -0.04], [1.18, -0.35, 0.18], [-0.09, -1.24, 0.56], [-0.37, -2.25, -0.57], [-2.87, 1.08, 0.24], [-1.15, -0.30, 0.50], [2.84, -0.61, 0.36], [2.04, 2.84, -0.49], [-1.82, 2.64, -0.61], [4.08, 1.28, -0.16], [-3.22, -0.73, 0.91], [0.10, -1.57, 1.55], [-0.74, -1.56, -1.40], [-1.24, -2.80, -0.25], [0.50, -2.74, -0.74]],
  "nbo_charge": [-0.2414, -0.0917, -0.3770, 0.1615, -0.1320, 0.1245, -0.2151, -0.0360, -0.5852, -0.4430, -0.3476, 0.4550, 0.2435, 0.2000, 0.2271, 0.1966, 0.2178, 0.2219, 0.2117, 0.2094],
  "multiplicity": 1,
  "smiles": "C[C@H]1c2sccc2-c2cncn21",
  "de_lowest_kj_mol": 186.9,
  "lumo_energy_ha": 0.02150,
  "energy_ev": -23276.3659,
  "homo_lumo_gap_ev": 8.5
}

Record 9
{
  "formula": "C9H8NO",
  "method": "ωB97M-V/def2-TZVPD",
  "symbols": ["C", "C", "C", "C", "C", "C", "C", "C", "C", "N", "O", "H", "H", "H", "H", "H", "H", "H", "H"],
  "coordinates": [[-1.72, 1.63, 0.10], [-0.49, 1.95, 0.17], [-2.59, 0.76, -0.35], [-2.58, -0.70, 0.08], [0.72, 2.00, 0.44], [-1.39, -1.27, 0.17], [-0.11, -1.08, 0.34], [0.82, -0.82, -0.81], [2.03, 0.08, -0.36], [1.83, 1.34, 0.44], [0.65, -1.28, 1.43], [-3.43, 1.03, -0.88], [-3.42, -1.32, -0.31], [1.35, -1.87, -0.98], [0.36, -0.51, -1.72], [2.52, -0.64, 0.30], [2.54, 0.46, -1.19], [2.74, 1.50, 0.85], [0.18, -1.26, 2.28]],
  "nbo_charge": [0.1788, -0.1193, -0.1244, -0.2701, 0.3752, 0.0332, 0.2905, -0.4610, -0.2321, -0.4800, -0.6682, 0.2657, 0.2536, 0.2734, 0.2447, 0.2486, 0.2316, 0.4449, 0.5149],
  "multiplicity": 1,
  "de_lowest_kj_mol": 394.2,
  "lumo_energy_ha": -0.20739,
  "total_charge": 1,
  "energy_ev": -12986.4390,
  "homo_lumo_gap_ev": 7.5
}

Record 10
{
  "formula": "C9H8O2",
  "method": "ωB97M-V/def2-TZVPD",
  "symbols": ["C", "C", "C", "C", "C", "C", "C", "C", "C", "O", "O", "H", "H", "H", "H", "H", "H", "H", "H"],
  "coordinates": [[1.94, -0.72, 1.20], [1.82, -0.45, -1.27], [1.99, 0.61, 1.34], [1.87, 0.87, -1.13], [1.91, -1.40, -0.16], [-1.94, -0.16, -0.03], [-1.96, 0.53, -1.13], [-2.08, -0.70, 1.12], [1.90, 1.56, 0.19], [2.04, -2.61, -0.21], [1.88, 2.76, 0.18], [2.08, -1.34, 1.98], [1.64, -0.66, -2.34], [2.17, 0.91, 2.29], [1.73, 1.43, -2.05], [-1.71, 1.54, -1.20], [-2.17, 0.19, -2.06], [-1.16, -1.14, 1.45], [-3.00, -0.73, 1.61]],
  "nbo_charge": [-0.1996, -0.2614, -0.2432, -0.2090, 0.4886, 0.1215, -0.4998, -0.5018, 0.4883, -0.4794, -0.4764, 0.2135, 0.2339, 0.2182, 0.2260, 0.2165, 0.2112, 0.2233, 0.2298],
  "multiplicity": 1,
  "smiles": "O=C1C=CC(=O)C=C1.C=C=C",
  "de_lowest_kj_mol": 410.0,
  "lumo_energy_ha": -0.05536,
  "energy_ev": -13553.4380,
  "homo_lumo_gap_ev": 8.5
}

Record 11
{
  "formula": "C9H9Br2NO3",
  "method": "ωB97M-V/def2-TZVPD",
  "symbols": ["C", "C", "C", "C", "C", "C", "C", "C", "C", "N", "O", "O", "O", "Br", "Br", "H", "H", "H", "H", "H", "H", "H", "H", "H"],
  "coordinates": [[-0.92, 0.34, -2.22], [-0.03, 1.56, -0.32], [-2.14, 0.93, -2.02], [-1.25, 2.14, -0.12], [0.19, 0.65, -1.39], [-2.32, 1.83, -0.96], [0.86, -1.05, 1.46], [1.24, -2.26, 0.83], [1.43, 0.08, -1.61], [2.48, -2.78, 0.97], [-0.22, -0.48, 1.34], [1.85, -0.51, 2.24], [-3.55, 2.39, -0.80], [1.75, -1.27, -2.89], [3.00, 0.59, -0.69], [-0.80, -0.35, -3.03], [0.80, 1.82, 0.33], [-2.97, 0.71, -2.66], [-1.40, 2.83, 0.70], [0.52, -2.77, 0.22], [3.16, -2.20, 1.45], [2.79, -3.52, 0.37], [1.51, 0.30, 2.64], [-3.55, 2.97, -0.03]],
  "nbo_charge": [-0.1493, -0.1024, -0.2712, -0.2938, -0.2426, 0.3304, 0.6496, -0.0907, -0.1662, -0.7327, -0.6161, -0.7263, -0.6549, 0.0907, 0.0984, 0.2215, 0.2174, 0.2260, 0.2077, 0.2130, 0.4115, 0.4004, 0.4982, 0.4815],
  "multiplicity": 3,
  "s2": 2.04,
  "lumo_energy_ha": [0.01543, -0.02682],
  "energy_ev": -157194.7278,
  "homo_lumo_gap_ev": [7.1, 8.1]
}